1.
# C11H12N2O2

A single C11H12N2O2 molecule in a non-equilibrium geometry (ωB97M-V with the def2-TZVPD basis set, OMol25).

CARTESIAN COORDINATES (ANGSTROEM)
1 C -0.61 1.41 -0.76
2 C 0.52 0.86 -0.01
3 C -2.78 1.02 0.52
4 H -3.54 0.21 -1.83
5 O -2.78 0.48 1.60
6 H 2.66 1.00 2.25
7 C 1.99 -0.58 1.03
8 H -1.83 -0.52 -0.56
9 H -0.78 2.49 -0.42
10 H -0.39 1.45 -1.85
11 C -1.97 0.55 -0.76
12 C 2.83 -1.69 1.21
13 C 1.01 -1.59 -0.86
14 C 1.15 1.50 1.04
15 H 0.93 2.52 1.45
16 N -2.66 0.69 -1.99
17 N 1.98 0.61 1.66
18 C 1.04 -0.55 0.06
19 O -3.55 2.10 0.25
20 H 3.30 -3.63 0.57
21 H 3.62 -1.79 1.98
22 C 1.84 -2.67 -0.74
23 H -3.83 2.43 1.07
24 H -2.84 1.67 -2.21
25 C 2.73 -2.78 0.32
26 H 1.66 -3.55 -1.33
27 H 0.30 -1.64 -1.68

Output
- Energy relative to the best compared isomer or geometry (same formula, charge and spin): 1.239 eV
- DFT total energy: -18676.7616 eV
- Lowest unoccupied orbital energy: 0.67 eV
- Highest occupied orbital energy: -7.834 eV
- SMILES string: N[C@@H](Cc1c[nH]c2ccccc12)C(=O)O
- Gap between HOMO and LUMO: 8.51 eV
- Largest force on an atom: 0.06481 Eh/bohr

***

2.
# C11H12N4O4PtS2

A molecular structure, C11H12N4O4PtS2 in a non-equilibrium geometry (ωB97M-V with the def2-TZVPD basis set, OMol25).

CARTESIAN COORDINATES (ANGSTROEM)
1 O 3.47 4.09 -0.16
2 C 5.97 0.79 0.06
3 H -2.67 4.45 1.51
4 O 1.89 0.17 0.02
5 C 4.24 2.99 -0.08
6 S -0.14 4.62 -0.20
7 N 0.14 1.98 0.12
8 H -2.62 0.21 0.84
9 C 6.48 2.08 -0.02
10 H 6.01 4.17 -0.15
11 C -2.81 4.47 0.43
12 C -1.30 -2.52 0.01
13 H -2.05 5.50 -1.31
14 Pt -0.08 0.03 0.04
15 H -1.76 6.35 0.23
16 H 2.53 3.83 -0.11
17 C -0.76 3.02 0.19
18 C 2.30 1.41 0.03
19 O -1.54 -3.70 -0.01
20 H -2.57 0.22 -0.82
21 N -2.39 -1.62 0.02
22 N -2.18 -0.23 0.02
23 H 4.19 -0.40 0.12
24 C 5.63 3.17 -0.09
25 C 4.61 0.60 0.06
26 N 1.41 2.39 0.08
27 S -2.45 2.78 -0.20
28 H 7.55 2.25 -0.02
29 O -0.15 -1.95 0.01
30 H -3.84 4.70 0.17
31 C -1.82 5.38 -0.26
32 H 6.64 -0.05 0.12
33 C 3.72 1.68 0.00
34 H -3.34 -1.98 -0.02

Output
- DFT total energy: -50669.2616 eV
- Lowest unoccupied orbital energy: -0.86 eV
- Highest occupied orbital energy: -8.236 eV
- Gap between HOMO and LUMO: 7.37 eV
- Largest force on an atom: 0.08900 Eh/bohr

***

3.
# C11H12O9

2 unconnected molecules or ions with the total composition C11H12O9 in a non-equilibrium geometry (ωB97M-V with the def2-TZVPD basis set, OMol25).

CARTESIAN COORDINATES (ANGSTROEM)
1 C 3.93 -0.78 2.48
2 O 0.13 1.67 2.44
3 O -1.75 -0.14 1.28
4 O -0.90 0.99 3.12
5 O -2.88 1.43 2.27
6 C -2.88 0.13 -1.98
7 H -1.64 -1.00 1.71
8 H -2.68 -1.75 -5.37
9 H 5.05 0.02 0.82
10 C -2.68 -1.18 -4.44
11 H 4.00 -0.05 3.29
12 O 3.22 0.94 0.73
13 H 0.72 0.23 1.05
14 H -2.92 0.72 -1.07
15 H 2.07 2.46 1.34
16 O -3.93 -2.94 -3.58
17 C -3.58 -1.06 -2.04
18 C -1.93 0.80 2.20
19 H 3.07 -1.45 2.57
20 H 1.22 0.00 2.79
21 C -3.43 -1.82 -3.38
22 H 3.72 -1.02 0.36
23 O -4.29 -1.58 -1.14
24 O -1.34 0.57 -5.31
25 C -1.99 0.02 -4.38
26 C 1.09 0.71 1.97
27 H 2.91 1.73 2.67
28 C -2.06 0.72 -3.01
29 O -1.43 1.77 -2.76
30 H 4.81 -1.44 2.60
31 C 2.40 1.49 1.73
32 C 3.99 -0.21 1.05

Output
- DFT total energy: -30023.8911 eV
- Lowest unoccupied orbital energy: 3.90 eV
- Charge: -2
- Highest occupied orbital energy: 0.532 eV
- Gap between HOMO and LUMO: 3.37 eV
- Largest force on an atom: 0.09845 Eh/bohr